Molecular formula: C20H25N2OPd
Method: DFT, wB97M-V/def2-TZVPD

```
49
Properties=species:S:1:pos:R:3:forces:R:3:lowdin_spin:R:1
Pd 0.079002 0.101399 -0.935393 0.107 -0.009 0.775 1.076
O 0.320901 1.394525 7.344842 -0.794 -0.656 -0.727 0.000
N -1.591567 0.155775 7.356323 0.443 0.199 -0.112 0.000
N -0.136395 0.233852 2.461608 0.107 -0.121 0.234 0.002
C 0.649258 -0.512218 -4.942019 0.119 -0.119 -0.192 0.077
C -0.870322 -1.972217 0.347785 -1.150 0.899 0.468 0.223
C 2.276395 -0.160064 0.444980 -0.223 1.379 0.481 0.220
C 0.798088 0.859957 3.189630 -0.649 -0.047 1.059 0.000
C -1.192217 -0.273655 3.105074 0.260 0.495 1.057 0.000
C 0.433453 1.882610 -4.208205 0.115 0.408 -0.101 0.085
C 2.343843 -0.963183 -0.716366 0.565 0.270 -1.033 0.292
C 2.147785 -0.124509 -1.859488 0.253 0.765 0.145 0.135
C -0.718966 -1.758270 -1.946484 -0.864 0.155 0.166 0.135
C -1.601415 0.437925 -4.375627 -0.373 0.033 -0.132 0.081
C -0.133819 0.523150 -4.235346 -0.034 -0.080 0.015 0.580
C 1.914553 1.218840 -1.379571 0.274 -0.962 -0.304 0.165
C -1.397265 -0.135648 4.491006 0.392 -0.044 -0.551 0.000
C 1.935319 1.165156 0.056437 0.590 -0.581 0.343 0.137
C -1.782988 -0.891280 -1.486795 0.775 -0.772 -0.291 0.161
C 0.692113 1.038362 4.579578 -0.027 -0.216 -0.579 0.000
C -0.511548 0.730472 6.737296 -0.003 0.259 0.989 0.000
C -0.161118 -2.402896 -0.795847 -0.466 -0.269 -1.068 0.294
C -0.428421 0.528366 5.253210 0.293 0.074 -0.851 0.000
C -1.817724 -0.985565 -0.053930 0.253 -0.910 0.262 0.141
H 1.486648 1.894463 -3.913776 -0.109 0.055 -0.186 0.005
H -1.632864 0.260732 8.357088 -0.028 -0.043 -0.015 0.000
H 0.545838 -0.349868 -6.027059 0.099 -0.149 0.017 0.030
H -2.108335 1.184469 -3.753019 -0.042 -0.128 -0.136 0.004
H 1.493390 1.560053 5.103998 -0.394 -0.192 0.077 0.000
H -0.745185 -2.371934 1.347177 0.162 0.294 -0.151 0.006
H -2.459281 -0.299152 -2.090131 0.150 -0.197 0.092 0.011
H 0.286183 -1.521291 -4.733420 0.103 -0.018 -0.172 0.006
H 2.575513 -2.022707 -0.745354 -0.013 0.285 0.006 0.008
H 1.684541 1.242326 2.685268 -0.292 -0.067 0.012 0.000
H -2.301972 -0.568713 4.918443 0.284 0.172 -0.093 0.000
H 0.382722 2.292918 -5.231936 0.069 0.164 0.141 0.033
H -0.146126 2.550922 -3.560586 0.157 0.006 -0.080 0.006
H -2.201711 -0.520597 6.923833 0.245 0.229 0.088 0.000
H -2.521613 -0.431866 0.556054 0.184 -0.228 0.006 0.006
H 2.186604 -0.425828 -2.896862 0.063 0.031 0.306 0.003
H -0.415343 -1.889761 -2.974144 -0.100 -0.107 0.224 0.004
H 1.713776 -0.451914 -4.709602 -0.015 -0.085 -0.204 0.004
H -1.924751 -0.825564 2.526783 0.045 0.140 0.002 0.000
H -1.867300 0.649069 -5.427601 -0.125 -0.017 0.174 0.032
H 1.784580 2.117750 -1.972582 0.088 -0.280 0.176 0.011
H -1.986587 -0.560823 -4.147820 -0.037 0.108 -0.141 0.006
H 1.790027 2.032575 0.691500 0.098 -0.276 -0.052 0.005
H 2.506431 -0.488291 1.450590 -0.330 -0.026 -0.134 0.006
H 0.627871 -3.147838 -0.809532 -0.225 0.177 -0.010 0.008
```
Positions in Å, forces in eV/Å.

For the energy above the lowest of the compared OMol25 structures with the same formula, charge and spin, the calculation gives 12.3 kcal per mole. For the HOMO energy (alpha / beta), the calculation gives -10.14 / -11.82 eV. As for the largest force on an atom: 1.5 eV/A. The spin multiplicity is 5. Its expectation value of S² is 6.02. The value obtained for the LUMO energy (alpha / beta) is -2.493 / -5.568 eV. As for the net charge: +1. For the HOMO-LUMO gap (alpha / beta), the calculation gives 7.648 / 6.250 eV. For the electronic energy, the calculation gives -29641.6237 eV.